This record from OMol25 describes C3H6F3OYb as an isolated structure. The level of theory is ωB97M-V/def2-TZVPD.

Each line ends with the Mulliken spin population.
Geometry (Å):
H 2.1532 0.7531 0.2116  0.00
C 1.8848 0.7265 -0.8614  0.00
F 0.8642 0.2526 -2.2647  0.01
F 2.3090 1.9748 -1.1829  0.00
F 2.8399 -0.1019 -1.3410  0.00
Yb -1.3161 -2.4446 -2.0464  1.12
C -1.9552 0.4198 1.0999  0.00
O -0.5632 0.4165 0.9614  0.18
C 0.0097 -0.7375 0.3664  0.62
H -2.2515 1.4042 1.4845  0.00
H -2.4687 0.2947 0.1289  0.01
H -2.2654 -0.3594 1.8178  0.01
H 1.0447 -1.0624 0.5435  0.01
H -0.2856 -1.5364 1.0823  0.03

Output
- ⟨S²⟩ = 2.027
- M (g mol⁻¹) = 288.1
- charge = +1
- LUMO level (alpha / beta) (eV) = -5.04 / -8.17
- spin multiplicity = 3

=====

This record from OMol25 describes a 2-piece molecular cluster, C3H6FN overall. The level of theory is ωB97M-V/def2-TZVPD.

Each line ends with the Löwdin charge.
Geometry (Å):
C -1.1326 -1.6167 -0.0443  0.09
C -0.9617 -0.5487 -0.5271  -0.24
C -1.1056 0.8247 -0.8432  -0.12
H -0.8288 -2.5883 0.0798  0.00
H -1.9562 1.3195 -0.3382  0.10
H -1.3599 0.8266 -1.8840  0.07
H -0.1660 1.3302 -0.5845  0.08
N 2.3578 -0.5226 -0.3733  -0.01
F 2.5580 0.6176 0.2742  -0.15
H 3.2254 -0.5940 -0.8773  0.06
H 2.5346 -1.2894 0.3850  0.12

Output
- relative energy (zero: lowest compared OMol25 entry of this formula, charge and spin) (kcal per mole) = 88.3
- M (g mol⁻¹) = 75.1
- SMILES = C#CC.NF
- charge = 0
- LUMO level (eV) = 1.01
- spin multiplicity = 1

=====

This record from OMol25 describes a 2-piece molecular cluster, C3H6FN overall. The level of theory is ωB97M-V/def2-TZVPD.

Each line ends with the Löwdin charge.
Geometry (Å):
C 1.0246 0.6719 0.1309  -0.26
C -0.3083 0.3555 -0.4395  -0.43
C -1.6725 0.2842 0.2821  -0.21
H 0.9871 1.3594 1.4313  0.21
H 1.2362 1.6105 -0.6690  0.14
H -0.4195 1.2104 -1.4015  0.18
H -2.5908 0.6477 -0.3801  0.12
H -1.6514 0.4698 1.4813  0.13
H -0.2681 -1.1552 0.7959  0.18
N -0.9938 -1.0168 -0.1899  0.01
F 1.7111 -0.5439 0.0256  -0.07

Output
- relative energy (zero: lowest compared OMol25 entry of this formula, charge and spin) (kcal per mole) = 117.0
- M (g mol⁻¹) = 75.1
- charge = 0
- LUMO level (eV) = 0.90
- spin multiplicity = 1

=====

This record from OMol25 describes an isolated ion of composition C3H6FN4 and charge +1. The level of theory is ωB97M-V/def2-TZVPD.

Each line ends with the Löwdin charge.
Geometry (Å):
H 2.0141 0.3020 2.5874  0.13
N 1.0778 0.2306 2.0709  0.10
C 0.8592 -0.7649 1.3646  -0.16
C -0.5578 -0.7935 0.6331  -0.13
F -0.6096 -1.8956 -0.1166  0.02
C -0.2647 0.4136 -0.6396  -0.20
N 0.1196 1.6422 -0.2449  0.20
N -0.7517 0.0833 -1.7371  0.05
N -0.9409 -0.5523 -2.7225  0.27
H -1.7867 -0.2953 -3.2681  0.14
H 1.5278 -1.6680 1.1651  0.16
H -1.6445 -0.4953 0.9951  0.20
H 0.2957 1.6645 0.7902  0.12
H 0.6617 2.1287 -0.8779  0.10

Output
- relative energy (zero: lowest compared OMol25 entry of this formula, charge and spin) (kcal per mole) = 31.4
- M (g mol⁻¹) = 117.1
- SMILES = [H]/N=C/[C@H](F)C(=[NH2+])/N=N/[H]
- charge = +1
- LUMO level (eV) = -5.79
- spin multiplicity = 1

=====

This record from OMol25 describes one molecule with the formula C3H6FNO3. The level of theory is ωB97M-V/def2-TZVPD.

Each line ends with the Löwdin charge.
Geometry (Å):
C -1.1334 2.3139 0.1207  0.00
C -0.2645 1.4341 -0.7046  -0.26
F 0.4874 2.0274 -1.6671  0.07
N -0.0068 0.1552 -0.3745  -0.20
O -0.5226 -0.3063 0.6559  -0.07
O 1.0407 -0.7195 -0.8521  -0.08
C 1.5520 -2.2627 -0.5988  -0.07
O 0.5173 -3.1507 -0.4134  0.01
H -1.9020 2.9793 -0.4862  0.13
H -0.4285 3.0661 0.5867  0.11
H -1.7201 1.7861 0.7822  0.04
H 2.3252 -2.1032 0.1349  0.13
H 1.8358 -2.4972 -1.5624  0.10
H 0.0666 -3.0375 0.4312  0.11

Output
- relative energy (zero: lowest compared OMol25 entry of this formula, charge and spin) (kcal per mole) = 126.4
- M (g mol⁻¹) = 123.1
- SMILES = C/C(F)=[N+](\[O-])OCO
- charge = 0
- LUMO level (eV) = 0.67
- spin multiplicity = 1

=====

This record from OMol25 describes an isolated ion of composition C3H6I2N and charge +1. The level of theory is ωB97M-V/def2-TZVPD.

Each line ends with the Löwdin charge.
Geometry (Å):
I 1.1476 -1.9990 -1.3897  1.01
C -0.2899 -1.1089 -0.1811  -0.73
C -0.7516 0.2539 -0.7678  -0.18
N 0.2788 0.9872 0.0715  -0.02
C 0.5601 -0.1854 0.9048  -0.72
I -0.3920 0.2108 2.8651  0.86
H -1.1322 -1.7630 0.1146  0.09
H -0.6651 0.4305 -1.8800  0.13
H -1.7691 0.6383 -0.7144  0.13
H 1.0802 1.0967 -0.4832  0.13
H 0.2150 1.9170 0.5083  0.17
H 1.7184 -0.4780 0.9519  0.11

Output
- relative energy (zero: lowest compared OMol25 entry of this formula, charge and spin) (kcal per mole) = 6.3
- M (g mol⁻¹) = 309.9
- SMILES = I[C@@H]1C[NH2+][C@H]1I
- charge = +1
- LUMO level (eV) = -4.19
- spin multiplicity = 1

=====

This record from OMol25 describes C3H6I2N2 as an isolated structure. The level of theory is ωB97M-V/def2-TZVPD.

Each line ends with the Löwdin charge.
Geometry (Å):
C -0.3534 -0.5599 0.0429  -0.31
C 0.5336 0.1632 -1.2527  -0.47
C -0.1804 1.6110 0.8464  -0.13
N -0.9804 0.5466 0.5537  -0.61
N 1.2206 1.1995 -0.7919  -0.51
I -2.9489 0.8523 -0.1002  0.88
I 3.0308 0.6883 0.1012  0.66
H -0.9922 -1.1874 -0.5623  0.06
H 0.4272 -1.1470 0.6085  0.11
H 0.9966 -0.7244 -1.6466  0.09
H -0.3176 0.5913 -1.7788  0.08
H -0.6156 2.5427 0.6882  0.04
H 0.3713 1.5398 1.8041  0.09

Output
- relative energy (zero: lowest compared OMol25 entry of this formula, charge and spin) (kcal per mole) = 39.3
- M (g mol⁻¹) = 323.9
- charge = 0
- LUMO level (eV) = -1.11
- spin multiplicity = 1

=====

This record from OMol25 describes a 3-piece molecular cluster, C3H6IN2 overall. The level of theory is ωB97M-V/def2-TZVPD.

Each line ends with the Löwdin charge.
Geometry (Å):
C -0.8533 -1.3782 -0.1559  -0.08
C 1.2660 -0.8686 -0.0564  -0.04
C -0.8079 -0.1337 0.4318  -0.81
N 0.4419 -1.7734 -0.4017  0.13
N 0.5476 0.3045 0.4917  0.03
I -2.3645 0.9283 1.2218  1.03
H -1.4797 -2.1298 -0.5699  0.13
H 2.2652 -0.7666 0.1676  0.12
H -0.4353 2.2070 -1.5913  0.18
H -0.0239 1.8891 -0.9186  0.04
H 0.9706 0.5135 1.4092  0.21
H 0.4732 1.2079 -0.0283  0.06

Output
- relative energy (zero: lowest compared OMol25 entry of this formula, charge and spin) (kcal per mole) = 90.0
- M (g mol⁻¹) = 197.0
- charge = +1
- LUMO level (eV) = -5.09
- spin multiplicity = 1

=====

This record from OMol25 describes an isolated ion of composition C3H6IN2 and charge +1. The level of theory is ωB97M-V/def2-TZVPD.

Each line ends with the Löwdin charge.
Geometry (Å):
H -0.7997 -0.0299 -2.3041  0.07
N -0.0703 0.6154 -2.0560  0.15
C 0.3376 0.9556 -0.9148  -0.17
C -0.2991 0.4115 0.4012  -0.09
N 0.6095 -0.6148 0.8623  0.01
C 0.5503 -1.8765 0.5854  -0.50
I 1.9688 -3.2906 1.2266  1.01
H 1.2057 1.4940 -0.8356  0.09
H -0.4377 1.1399 1.1296  0.11
H -1.2545 0.0685 0.0712  0.12
H 1.3719 -0.1934 1.2243  0.11
H -0.2817 -2.4780 0.1520  0.09

Output
- relative energy (zero: lowest compared OMol25 entry of this formula, charge and spin) (kcal per mole) = 51.9
- M (g mol⁻¹) = 197.0
- SMILES = [H]/N=C\C/[NH+]=C/I
- charge = +1
- LUMO level (eV) = -5.55
- spin multiplicity = 1

=====

This record from OMol25 describes an isolated ion of composition C3H6IN2O and charge +1. The level of theory is ωB97M-V/def2-TZVPD.

Each line ends with the Löwdin charge.
Geometry (Å):
C -0.7024 0.0182 -0.2416  -0.43
C 0.8402 -1.6977 0.4310  -0.33
C 0.2018 0.9878 -0.0687  -0.42
N -0.3704 -1.3500 -0.1624  0.02
N 0.0358 2.2439 0.3131  0.11
O -1.8794 0.4664 -0.6154  0.14
I 2.3250 -0.0461 -0.0534  1.25
H 1.2530 -2.5301 0.0715  0.03
H 0.9532 -1.6592 1.4624  0.05
H -0.7705 -1.7581 -0.9795  0.15
H 0.4658 2.9442 -0.3299  0.15
H 0.0788 2.5977 1.2494  0.12
H -2.4310 -0.2171 -1.0765  0.17

Output
- relative energy (zero: lowest compared OMol25 entry of this formula, charge and spin) (kcal per mole) = 60.7
- M (g mol⁻¹) = 213.0
- charge = +1
- LUMO level (eV) = -5.00
- spin multiplicity = 1

=====

> Among the records above, which one has the highest spin multiplicity?

C3H6F3OYb